Formula: C31H33Cl3N3PdSSb2Si
Source: OMol25
Level of theory: ωB97M-V/def2-TZVPD

XYZ file:
```
75
Properties=species:S:1:pos:R:3
Pd 0.4133 -1.3841 0.8070
C -2.5480 -1.5935 -0.6418
C -3.3018 -0.8053 0.4407
C -2.5492 -0.5847 1.7390
Sb -0.5107 0.9854 1.5833
C -1.4446 2.7925 0.9931
C -2.7673 2.8879 0.5632
C -3.3533 4.1298 0.3668
C -2.6252 5.2852 0.6088
C -1.3180 5.2009 1.0671
C -0.7285 3.9599 1.2698
C 1.5266 1.4650 0.8728
C 1.7341 2.3478 -0.1848
C 2.9977 2.4892 -0.7434
C 4.0637 1.7416 -0.2562
C 3.8628 0.8670 0.8021
C 2.5983 0.7287 1.3668
Sb -0.9101 -0.3284 -1.1655
C 0.5078 -0.5413 -2.6938
C 1.8004 -0.9572 -2.3900
C 2.7644 -0.9810 -3.3863
C 2.4396 -0.5910 -4.6789
C 1.1510 -0.1710 -4.9796
C 0.1807 -0.1359 -3.9866
C -2.0437 1.2018 -2.0934
C -3.3651 1.0085 -2.4823
C -4.0403 2.0168 -3.1650
C -3.3975 3.2083 -3.4670
C -2.0727 3.3978 -3.0948
C -1.4006 2.3990 -2.4101
H -3.1736 -1.8120 -1.5046
H -2.1499 -2.5344 -0.2659
H -4.2097 -1.3711 0.6935
H -3.6638 0.1370 0.0328
H -2.0259 -1.4671 2.1095
H -3.0985 -0.0724 2.5248
H -3.3531 2.0034 0.3703
H -4.3771 4.1917 0.0221
H -3.0807 6.2544 0.4532
H -0.7560 6.1019 1.2745
H 0.2887 3.9124 1.6383
H 0.9172 2.9334 -0.5846
H 3.1482 3.1822 -1.5616
H 5.0467 1.8485 -0.6955
H 4.6882 0.2888 1.1964
H 2.4719 0.0554 2.2090
H 2.0701 -1.2404 -1.3749
H 3.7712 -1.2987 -3.1489
H 3.1940 -0.6122 -5.4542
H 0.8981 0.1317 -5.9870
H -0.8187 0.1976 -4.2311
H -3.8887 0.0867 -2.2684
H -5.0681 1.8625 -3.4664
H -3.9256 3.9874 -4.0008
H -1.5649 4.3229 -3.3340
H -0.3659 2.5545 -2.1324
Cl -0.6060 -4.2881 1.4279
Si 0.6913 -3.5204 -0.0472
Cl -0.2270 -3.9516 -1.8414
Cl 2.3591 -4.6959 -0.0968
C 3.0607 -6.0585 3.5629
C 3.5331 -4.6146 3.4195
C 2.4278 -3.6149 3.5502
N 2.2303 -2.6503 2.7281
N 1.1272 -1.8636 3.0621
C 0.5522 -2.2752 4.1559
N -0.5577 -1.6873 4.6753
S 1.2779 -3.6602 4.8558
H 3.8981 -6.7417 3.4324
H 2.3034 -6.2988 2.8158
H 2.6353 -6.2504 4.5501
H 3.9794 -4.4466 2.4398
H 4.2969 -4.3870 4.1666
H -0.7586 -0.7488 4.3666
H -0.8611 -1.9298 5.6014
```

Multiplicity = 1
Total charge = +1
HOMO energy (alpha / beta) = -9.519 / -9.530 eV
Frontier orbital gap (alpha / beta) = 0.151 / 0.155 Eh

=====

Formula: C31H33Cl5N5O2Pm
Source: OMol25
Level of theory: ωB97M-V/def2-TZVPD

XYZ file:
```
77
Properties=species:S:1:pos:R:3
Pm -0.0091 -0.2445 -0.6327
C 0.0218 -0.8526 3.5684
N -0.6462 -0.5092 2.3215
C -1.9101 -0.9833 2.2413
C -2.8025 -0.6381 1.2085
C -4.2427 -0.7866 1.2283
C -4.7164 -0.1512 0.1027
C -3.5792 0.3510 -0.5761
N -2.4189 0.0700 0.0772
C 1.0086 -2.0045 3.5234
C 0.8805 -3.0467 4.4340
C 1.7965 -4.0887 4.4432
C 2.8456 -4.0979 3.5372
C 2.9815 -3.0582 2.6292
C 2.0699 -2.0130 2.6289
H -0.7350 -1.1119 4.3213
H 0.5508 0.0378 3.9366
H -2.3276 -1.6155 3.0300
H -4.8203 -1.2975 1.9820
H -5.7438 -0.0639 -0.2134
H -3.5646 0.8847 -1.5175
H 0.0535 -3.0547 5.1354
H 1.6885 -4.8964 5.1561
H 3.5514 -4.9187 3.5339
H 3.7945 -3.0609 1.9133
H 2.1732 -1.2040 1.9206
Cl 3.5935 -5.7680 -1.8134
C 3.1649 -4.1515 -1.3880
C 4.0902 -3.1281 -1.5211
Cl 5.6762 -3.4486 -2.1191
C 3.7232 -1.8322 -1.1569
Cl 4.8715 -0.5402 -1.2345
C 2.4441 -1.5205 -0.7073
O 2.1047 -0.2914 -0.3357
C 1.4770 -2.5739 -0.5936
O 0.2561 -2.2889 -0.1726
C 1.8822 -3.8681 -0.9146
Cl 0.7413 -5.1418 -0.6723
N -2.5685 2.0063 2.5111
C -1.4344 2.5372 1.6798
C -1.8431 3.6603 0.7469
C -0.6954 3.8686 -0.2568
N -0.5875 2.6959 -1.1366
C 0.6211 4.1174 0.4920
C 0.9411 3.0877 1.5825
N 1.2041 1.7765 0.9947
C -0.2525 2.9402 2.5365
H -3.4472 2.0414 1.9919
H -2.6720 2.5058 3.3897
H -2.3780 0.9881 2.6852
H -1.1205 1.7171 1.0488
H -2.0146 4.5947 1.2903
H -2.7573 3.4026 0.2011
H -0.9200 4.7749 -0.8312
H 0.2076 2.8122 -1.7585
H -1.3983 2.6494 -1.7471
H 0.5709 5.1053 0.9552
H 1.4447 4.1384 -0.2277
H 1.7984 3.4604 2.1547
H 1.4539 1.1111 1.7201
H 2.0040 1.7994 0.3681
H -0.4382 3.8811 3.0639
H -0.0268 2.1608 3.2694
Cl -2.1136 0.5417 -8.4124
C -1.3188 0.3912 -6.8671
C -0.7981 1.5133 -6.2482
C -0.1637 1.3860 -5.0229
C -0.0276 0.1480 -4.3776
C 0.6523 0.0086 -3.0781
C -0.5686 -0.9643 -5.0436
C -1.2028 -0.8534 -6.2673
H -0.8775 2.4782 -6.7323
H 0.2624 2.2712 -4.5601
H 1.4267 0.7852 -2.9948
H 1.1833 -0.9592 -3.0724
H -0.4717 -1.9430 -4.5859
H -1.5987 -1.7288 -6.7652
```

Multiplicity = 5
HOMO energy (alpha / beta) = -6.567 / -6.569 eV
Frontier orbital gap (alpha / beta) = 0.212 / 0.212 Eh

=====

Formula: C31H33ClGaN2O2Si2
Source: OMol25
Level of theory: ωB97M-V/def2-TZVPD

XYZ file:
```
72
Properties=species:S:1:pos:R:3
C 3.1149 2.6580 2.3257
C 3.4530 1.6681 1.2975
C 3.1578 2.2605 0.0257
H 4.0541 0.7741 1.4688
C 2.5893 3.5377 0.2480
C 2.5566 3.7991 1.6479
H 2.3314 4.7547 2.1281
H 3.5097 2.6492 3.3447
H 3.3937 1.8181 -0.9437
H 2.3100 4.2515 -0.5291
Ga 1.2638 1.5399 1.7674
Si -1.2437 -0.8275 1.6112
C -0.0200 -2.3470 1.2527
C -0.5598 -3.6301 1.1708
H -1.6338 -3.7727 1.3334
C 0.2405 -4.7456 0.8942
H -0.1968 -5.7476 0.8732
C 1.5971 -4.5523 0.5541
H 2.2040 -5.4046 0.2328
C 2.1657 -3.2791 0.6814
H 3.2246 -3.1140 0.4091
C 1.3848 -2.2242 1.1926
H 1.8904 -1.3107 1.5078
C -0.7334 0.2936 -0.0633
C 0.5446 0.0958 -0.7607
H 1.1948 -0.7396 -0.5377
C 0.7983 0.8251 -1.9708
H 1.5694 0.4536 -2.6569
C 0.3156 2.1514 -2.0894
H 0.7353 2.8117 -2.8399
C -0.7426 2.5162 -1.2901
H -1.1722 3.5187 -1.3670
C -1.3020 1.5968 -0.3876
H -2.2198 1.9030 0.1273
H -0.2818 0.1772 2.3028
Si -0.9586 -0.0294 -1.9417
C -2.1257 0.5270 -3.3747
C -1.9386 -0.0302 -4.6569
H -1.2203 -0.8358 -4.8130
C -2.6624 0.4638 -5.7472
H -2.5303 0.0038 -6.7321
C -3.5294 1.5557 -5.5891
H -4.0467 1.9716 -6.4492
C -3.7087 2.1199 -4.3195
H -4.3552 2.9871 -4.1832
C -3.0414 1.5794 -3.2146
H -3.2342 2.0116 -2.2327
C -0.9724 -1.9005 -2.3225
C 0.1218 -2.5263 -2.9197
H 0.9565 -1.9453 -3.3160
C 0.1638 -3.9275 -2.9883
H 1.0224 -4.4142 -3.4461
C -0.8736 -4.6790 -2.4313
H -0.7984 -5.7641 -2.4143
C -1.9778 -4.0426 -1.8690
H -2.7841 -4.6233 -1.4330
C -2.0259 -2.6462 -1.8001
H -2.8630 -2.1493 -1.3023
H -1.6890 -1.5887 2.7739
Cl -3.0456 0.4069 1.9391
C 1.2584 1.6920 6.9425
O 1.6449 0.8306 5.8170
C 1.2716 1.1973 4.6169
O 1.6776 0.5655 3.5877
N 0.4548 2.2506 4.5030
N -0.1079 2.5397 3.2088
H 0.1704 1.6910 7.1414
H 1.6319 2.7191 6.7844
H 1.7690 1.2250 7.7883
H 0.0374 2.6659 5.3304
H -1.0719 2.1865 3.0661
H -0.1124 3.5531 3.0362
```

Multiplicity = 1
Total charge = +1
HOMO energy (alpha / beta) = -9.537 / -10.247 eV
Frontier orbital gap (alpha / beta) = 0.191 / 0.245 Eh

=====

Formula: C31H33ClN2O2Si2Tl
Source: OMol25
Level of theory: ωB97M-V/def2-TZVPD

XYZ file:
```
72
Properties=species:S:1:pos:R:3
C -1.2730 -0.1069 4.4952
C -2.2143 -0.1057 3.4145
C -1.9415 -1.2457 2.5994
H -3.0071 0.6264 3.2445
C -0.8204 -1.9280 3.1466
C -0.4067 -1.2308 4.3096
H 0.3797 -1.5380 4.9879
H -1.2908 0.5893 5.3398
H -2.5069 -1.5426 1.7162
H -0.3768 -2.8358 2.7533
Tl 3.1849 0.3028 2.9732
Si -0.4259 0.1434 -0.4832
C -1.3132 1.7520 -0.7121
C -0.6015 2.9352 -1.0005
H 0.4450 2.8693 -1.3157
C -1.2517 4.1590 -0.9374
H -0.7402 5.0703 -1.2476
C -2.5804 4.2170 -0.5151
H -3.1090 5.1628 -0.5181
C -3.2464 3.0497 -0.1232
H -4.2701 3.1193 0.2343
C -2.6299 1.8082 -0.2279
H -3.1596 0.8981 0.0735
C -1.1556 -1.5160 -0.9471
C -2.2706 -1.7624 -1.7677
H -2.7465 -0.9325 -2.2982
C -2.7597 -3.0753 -1.9223
H -3.6406 -3.2684 -2.5355
C -2.1284 -4.1488 -1.2994
H -2.5188 -5.1648 -1.4016
C -0.9623 -3.9251 -0.5634
H -0.4351 -4.7701 -0.1322
C -0.4770 -2.6272 -0.4093
H 0.4652 -2.4846 0.1196
H 1.2511 0.2487 -1.1467
Si 2.0280 0.2261 -2.6245
C 1.5933 -1.3830 -3.4639
C 0.9244 -1.3753 -4.7019
H 0.8336 -0.4529 -5.2793
C 0.3128 -2.5322 -5.1944
H -0.2862 -2.4863 -6.1056
C 0.4417 -3.7438 -4.5126
H -0.0418 -4.6516 -4.8788
C 1.2112 -3.7813 -3.3456
H 1.3384 -4.7130 -2.7920
C 1.8008 -2.6231 -2.8401
H 2.3827 -2.6779 -1.9204
C 1.1523 1.5445 -3.6344
C -0.2384 1.4769 -3.8732
H -0.8323 0.6337 -3.5057
C -0.9134 2.4817 -4.5751
H -1.9961 2.4078 -4.7159
C -0.2063 3.5580 -5.1034
H -0.7336 4.3504 -5.6401
C 1.1738 3.6341 -4.9118
H 1.7518 4.4680 -5.3242
C 1.8380 2.6414 -4.1790
H 2.9173 2.7175 -4.0469
H -0.5640 0.1125 0.9693
Cl 4.0144 0.5245 -2.5764
C 3.1559 0.1456 8.4297
O 3.2724 -0.7248 7.2823
C 2.7640 -0.2924 6.1406
O 2.7271 -1.0082 5.1122
N 2.2412 0.9584 6.1890
N 1.7629 1.4765 4.9201
H 2.1107 0.4177 8.6487
H 3.7795 1.0514 8.3353
H 3.5520 -0.4687 9.2392
H 2.6972 1.6440 6.7810
H 0.7794 1.2042 4.8065
H 1.7894 2.4966 4.9878
```

Multiplicity = 1
Total charge = +1
HOMO energy (alpha / beta) = -8.939 / -7.827 eV
Frontier orbital gap (alpha / beta) = 0.196 / 0.124 Eh